No. 1
55
Properties=species:S:1:pos:R:3:forces:R:3:lowdin_charge:R:1 method="wB97M-V/def2-TZVPD" spin_multiplicity=5 total_energy_ev=-39813.5842 relative_energy_ev=0.000 homo_energy_ev="-13.991 / -13.986" charge=+2 s2=6.053 gap_ha="0.2525 / 0.1714"
Ru -0.03159 0.00601 -0.39025 -0.323 -0.800 0.137 1.360
O -0.53726 4.47493 -0.65410 -0.103 0.061 0.087 0.025
O 0.00687 1.95584 -0.64512 -0.047 0.746 0.143 -0.117
O 0.31065 -1.98134 -0.44095 0.198 0.082 -0.118 -0.124
N -0.31301 -0.12579 3.80447 -0.150 0.035 -0.029 -0.077
N -2.30665 1.10465 3.17211 0.031 -0.084 0.046 -0.079
N 1.14056 -0.23592 -1.99930 0.408 0.086 -0.531 -0.143
N -2.30157 -1.31335 3.08692 0.070 0.087 0.036 -0.078
N -1.00479 -0.04125 1.45661 0.005 0.218 0.244 -0.238
N 1.54306 -1.45470 -2.31726 -0.059 0.039 0.155 0.150
C 1.68543 -6.45023 -2.15121 0.003 -0.011 -0.015 -0.010
C 0.73395 -6.06269 -1.20633 -0.020 -0.014 0.037 -0.031
C -1.85719 1.16122 1.80839 0.042 -0.063 0.002 -0.166
C 2.20308 -4.16259 -2.63671 -0.086 0.061 0.052 0.008
C -1.14602 1.05545 4.07031 -0.012 -0.035 -0.034 -0.139
C -3.09983 -0.11563 3.36989 0.012 0.011 -0.030 -0.138
C -1.13947 -1.32765 3.98317 -0.009 0.027 -0.017 -0.136
C 0.14827 -0.06842 2.44232 -0.200 -0.049 0.190 -0.177
C 2.42271 -5.50520 -2.85755 0.007 -0.015 -0.014 -0.035
C 0.51822 -4.72693 -0.96077 0.045 -0.032 0.028 0.010
C 1.68482 0.73017 -2.73568 -0.039 -0.057 -0.030 0.025
C 2.02982 2.99127 -3.46908 -0.030 -0.001 0.019 0.062
C -0.91375 5.87267 -0.55523 -0.032 0.096 0.009 0.031
C 0.56003 2.64876 -1.55292 -0.006 -0.337 0.022 -0.218
C 1.00048 -2.37448 -1.43591 -0.096 -0.126 0.134 -0.344
C 0.28758 4.07405 -1.56867 0.095 0.175 -0.087 -0.162
C 1.42492 2.11261 -2.56424 0.062 0.058 -0.026 -0.112
C 1.24833 -3.76494 -1.67940 0.065 -0.029 -0.142 -0.149
C 1.78157 4.37811 -3.43600 0.015 -0.042 -0.005 0.014
C -1.84893 -1.27542 1.72417 0.017 0.059 -0.027 -0.160
C 0.92136 4.91034 -2.51461 0.005 0.072 -0.034 0.059
H -2.71042 1.17229 1.12913 -0.016 -0.017 -0.028 0.135
H -1.48603 -1.36523 5.01393 -0.005 -0.012 0.019 0.138
H -1.23792 -2.14915 1.50521 0.042 -0.024 -0.005 0.113
H 2.26671 5.02698 -4.15218 0.018 -0.041 -0.004 0.138
H 0.16831 -6.81077 -0.66855 0.011 -0.008 -0.014 0.122
H -1.64812 5.91496 0.23890 -0.007 -0.042 0.032 0.111
H 2.76236 -3.41239 -3.17638 0.000 -0.025 -0.024 0.116
H 2.69857 2.58607 -4.21900 -0.023 0.047 -0.017 0.141
H -3.96910 -0.09544 2.71184 -0.004 0.005 -0.013 0.136
H 1.84863 -7.50371 -2.33889 0.010 0.012 0.008 0.126
H 0.73152 5.97442 -2.51040 -0.022 -0.019 0.028 0.133
H 3.16197 -5.82247 -3.57946 -0.009 -0.003 -0.001 0.122
H -0.54594 1.95690 3.94073 0.007 0.014 -0.011 0.134
H -0.53743 -2.21466 3.78419 0.013 -0.013 -0.010 0.136
H -2.69964 -1.24794 1.04204 -0.012 0.021 -0.024 0.135
H -0.21379 -4.41069 -0.23073 -0.001 0.001 -0.013 0.120
H 2.36631 0.41482 -3.51926 -0.013 -0.038 -0.008 0.151
H -3.44547 -0.15116 4.40117 -0.001 -0.010 0.014 0.138
H -1.49779 1.01569 5.09930 0.003 0.006 0.019 0.138
H -1.25556 2.05506 1.64360 0.041 0.010 -0.006 0.118
H -0.04537 6.47354 -0.29447 0.052 -0.031 0.001 0.116
H 0.73608 0.84057 2.29904 0.028 0.030 -0.064 0.128
H -1.35742 6.20959 -1.48935 -0.002 -0.046 -0.041 0.113
H 0.75789 -0.94683 2.22254 0.023 -0.039 -0.040 0.127

---

No. 2
56
Properties=species:S:1:pos:R:3:forces:R:3:lowdin_charge:R:1 method="wB97M-V/def2-TZVPD" total_energy_ev=-109651.9250 homo_energy_ev=-8.516 smiles="C[C@@H](NC(=O)c1cc(F)ccc1O)c1ccc(Br)cc1.CNC(=O)[C@H](CO)NC(C)=O" gap_ha=0.3260
Br 8.52311 -4.62370 1.51286 -0.188 0.415 -0.047 0.715
F 0.83402 -0.72736 -2.66635 0.023 0.155 0.231 0.051
O -6.30231 2.18568 0.01151 0.396 -0.040 -0.171 0.052
O -3.70885 0.98877 0.01748 0.280 -0.195 -0.155 -0.060
O 0.92804 2.39270 1.88738 -0.040 -0.415 -0.604 0.058
O 3.51573 2.01269 1.94441 -0.264 0.311 0.430 0.052
O -5.68109 -0.22358 -4.14464 0.109 0.102 -0.024 0.043
N -7.78695 0.73042 0.76802 -0.871 -0.700 0.377 0.039
N -5.59213 0.16271 -1.96396 0.005 0.567 2.028 0.130
N 4.64258 0.91588 0.34703 -1.648 0.036 -0.073 0.110
C 6.83003 1.96033 0.10121 0.128 0.241 0.044 -0.034
C -0.26244 1.34946 0.13183 0.025 -0.338 -0.512 0.011
C -6.66710 1.01792 0.09642 0.553 0.563 -0.292 -0.442
C 2.08564 0.30221 -0.92250 -0.695 -0.091 -0.260 0.050
C -0.31067 0.56568 -1.02282 0.088 0.097 0.197 0.014
C 7.65976 -2.03943 2.44122 0.009 -0.095 -0.139 -0.117
C 2.15862 1.09530 0.24617 -0.356 -0.671 -1.089 -0.058
C -8.40456 -0.57962 0.97790 0.308 0.173 -0.165 -0.059
C 6.67253 -1.19592 -0.02955 0.301 -0.154 0.798 -0.029
C 3.45887 1.36748 0.90167 1.385 -0.025 0.122 -0.371
C -5.94465 -0.58331 -3.00887 -0.457 -0.747 -1.638 -0.550
C 7.08165 -0.77141 2.31539 0.017 -0.404 -0.664 -0.016
C -6.68577 -1.88757 -2.79414 0.160 0.248 0.074 0.004
C 7.74061 -2.89051 1.33683 -0.274 0.643 0.026 -0.680
C 7.24411 -2.46569 0.10280 0.021 0.049 0.056 -0.116
C 5.96110 1.04173 0.95881 0.199 -0.015 -0.275 -0.319
C 0.95144 1.61566 0.76407 0.599 0.494 0.823 -0.243
C 6.58055 -0.33375 1.07859 0.300 -0.598 0.314 -0.180
C -4.46126 -0.19656 0.18791 -0.239 0.710 0.160 -0.186
C 0.86638 0.03781 -1.55181 0.535 0.633 1.022 -0.266
C -5.81344 -0.09764 -0.53214 -0.024 -0.165 -0.494 -0.201
H 7.02076 -0.12844 3.18916 -0.022 -0.057 -0.132 0.117
H -7.75774 -1.21054 1.59047 -0.128 -0.083 -0.015 0.087
H -1.26431 0.36809 -1.50464 0.130 0.035 0.067 0.117
H -6.05672 -2.57011 -2.22626 -0.133 -0.169 0.160 0.083
H 7.31298 -3.12885 -0.75398 -0.034 0.114 0.086 0.101
H -3.89638 -1.03744 -0.21780 0.037 0.151 -0.061 0.131
H -4.28323 1.74588 0.21067 -0.093 -0.050 -0.041 0.077
H 4.56677 0.34181 -0.48156 0.191 0.174 0.262 0.106
H 6.90496 1.58551 -0.92386 0.016 0.012 0.093 0.079
H 6.30850 -0.88513 -1.00336 0.042 -0.041 0.023 0.110
H -6.90571 -2.32496 -3.76747 0.086 0.145 0.127 0.088
H -9.35844 -0.45433 1.49426 0.202 0.062 -0.095 0.090
H 1.85334 2.47440 2.21800 -0.111 -0.158 -0.220 0.078
H -4.62782 -0.36911 1.25240 -0.090 -0.202 0.184 0.125
H 8.04431 -2.37126 3.40081 -0.059 0.061 -0.119 0.101
H -8.59461 -1.06910 0.02066 -0.055 -0.067 0.107 0.076
H -1.17690 1.75954 0.54970 0.151 -0.092 -0.069 0.114
H -5.09899 1.01394 -2.19268 0.005 0.022 0.053 0.157
H -8.26592 1.53727 1.14164 0.160 -0.003 -0.065 0.148
H 6.39908 2.96573 0.07263 0.028 -0.140 -0.020 0.086
H 2.96768 -0.13565 -1.37422 -0.035 0.020 0.031 0.112
H -6.31290 -1.05226 -0.39785 -0.055 -0.128 -0.236 0.118
H 7.83838 2.02833 0.52061 -0.094 -0.025 -0.083 0.088
H -7.61868 -1.69405 -2.26947 -0.097 -0.185 0.168 0.069
H 5.88804 1.48432 1.95944 -0.427 -0.181 -0.307 0.142

---

No. 3
69
Properties=species:S:1:pos:R:3:forces:R:3:lowdin_charge:R:1 method="wB97M-V/def2-TZVPD" spin_multiplicity=2 total_energy_ev=-112856.3193 relative_energy_ev=0.851 homo_energy_ev="0.803 / -3.073" charge=-2 s2=0.771 gap_ha="0.1185 / 0.2609"
Cd -0.39892 -0.32170 0.33204 -0.243 -1.382 -0.854 1.345
S 1.04024 2.40069 0.77165 0.608 0.456 -0.577 0.560
S 0.47982 -0.66270 -2.15141 -0.002 -0.331 -0.154 0.268
S -0.61953 0.00641 3.13029 -0.689 -0.507 2.534 0.412
S 0.25615 -4.16800 -2.03060 -0.035 0.341 0.027 0.207
P 1.12420 -2.47714 -1.59516 0.489 -0.342 -0.199 -0.179
F -1.53604 -1.93972 4.81404 0.094 0.174 -0.109 0.096
F 0.10009 -0.74023 5.57515 -0.254 -0.064 -0.066 0.100
F -1.90736 0.08576 5.48058 0.153 -0.080 -0.123 0.107
O 2.64913 -2.63874 -2.15948 -0.079 -0.017 -0.026 -0.396
O -5.75563 -3.79893 2.26831 0.022 0.077 0.039 -0.053
O -1.91586 0.24276 2.54207 -0.046 0.130 -0.216 -0.323
O 1.34992 -2.27921 0.01450 -0.019 -0.011 -0.260 -0.447
O 0.90247 3.41081 1.78063 -0.200 -0.073 0.070 -0.309
O 0.14952 1.13914 3.52541 0.301 0.386 -0.233 -0.275
O 0.09457 -1.11255 2.51809 0.214 0.117 -0.360 -0.379
O 1.84291 1.22029 1.02863 -0.092 0.111 0.002 -0.360
N -2.02410 -1.82266 0.01907 -0.138 -0.041 0.443 -0.085
N -2.51630 1.48788 -0.20417 0.169 0.062 0.103 0.101
N -3.94714 -3.15828 3.49279 0.155 -0.099 -0.045 0.121
N 4.15261 5.01337 -3.60728 -0.126 -0.012 -0.028 0.070
N -1.72483 3.69018 0.25231 0.073 -0.004 -0.013 0.131
N -0.31125 1.79535 0.15251 0.219 0.636 0.455 -0.229
C -3.75272 1.93739 -0.23660 0.054 -0.064 -0.026 -0.132
C 3.03340 3.06334 -2.68435 -0.081 -0.061 0.077 -0.032
C -1.54056 2.37290 0.08741 -0.256 0.430 -0.180 -0.479
C 3.04858 -3.89582 0.72017 -0.174 0.131 -0.053 -0.084
C -2.61809 -2.36012 1.07280 -0.210 -0.164 -0.093 -0.131
C -4.62198 -3.28966 2.27551 0.115 -0.047 -0.046 -0.546
C -4.06052 3.27471 -0.01457 -0.071 0.050 0.034 -0.081
C 3.74567 -1.02868 -3.58876 0.006 -0.128 0.152 -0.099
C -3.94388 -2.82878 1.09103 0.092 0.044 0.027 -0.168
C 3.41423 4.39938 -2.57933 -0.004 0.101 0.048 -0.336
C 3.01305 5.14002 -1.46872 0.027 -0.112 -0.084 -0.048
C -1.02353 -0.69306 4.82951 0.211 0.070 -0.178 -0.626
C 1.61737 -3.40377 0.86852 0.051 -0.050 0.135 -0.310
C 2.26834 2.47537 -1.69026 0.024 0.030 -0.121 -0.065
C -4.03808 -2.22583 -1.25460 0.319 0.077 0.137 -0.135
C 1.88508 3.21745 -0.58380 -0.191 -0.151 0.246 -0.268
C -2.74082 -1.73155 -1.15491 -0.369 0.050 -0.456 -0.240
C -2.98284 4.11242 0.20914 0.100 -0.090 -0.029 -0.158
C -4.66060 -2.77748 -0.16108 -0.291 -0.130 -0.039 -0.076
C 2.25239 4.54607 -0.47159 0.000 0.105 -0.023 -0.060
C 3.58002 -1.56203 -2.17469 -0.031 0.166 0.008 -0.335
H 3.31012 6.18050 -1.39201 -0.041 0.016 0.027 0.100
H 3.25324 -0.76154 -1.50536 0.051 -0.036 0.059 0.087
H 3.74179 -3.05979 0.83097 0.031 -0.029 0.007 0.077
H -4.54882 -3.23293 4.29462 -0.092 0.001 -0.015 0.077
H -4.51634 1.19456 -0.45030 -0.010 0.020 0.003 0.111
H -3.11834 5.18087 0.35457 -0.064 -0.003 0.005 0.096
H -2.24438 -1.27443 -1.99624 0.099 -0.031 0.027 0.027
H -5.66842 -3.16842 -0.19563 0.022 0.009 -0.027 0.082
H -4.54517 -2.16836 -2.21198 0.005 0.012 -0.004 0.084
H 4.59217 -0.33822 -3.63510 -0.033 0.033 -0.010 0.066
H 1.95786 1.43915 -1.77068 0.083 -0.012 0.002 0.026
H -3.25992 -2.42608 3.55396 -0.066 0.013 0.057 0.042
H 1.42452 -3.03612 1.87450 -0.012 0.017 -0.026 0.098
H 4.52555 -1.96757 -1.80371 -0.019 0.022 0.038 0.111
H 0.91102 -4.20098 0.63106 -0.045 0.040 0.010 0.073
H 4.65757 4.36116 -4.18510 0.081 0.012 0.010 0.073
H 4.73549 5.77075 -3.29072 0.075 -0.009 -0.014 0.072
H 3.26570 -4.63757 1.49184 -0.017 -0.009 -0.001 0.069
H -1.98959 -2.45920 1.95153 -0.037 0.123 0.033 0.089
H 3.18529 -4.34797 -0.26139 0.084 -0.017 0.001 0.061
H 2.83407 -0.51652 -3.89375 0.009 0.011 -0.051 0.041
H 3.34689 2.47696 -3.54171 -0.034 0.009 -0.023 0.103
H 3.92819 -1.86134 -4.26999 0.024 0.029 -0.042 0.071
H 1.94215 5.10481 0.40155 0.002 -0.034 0.004 0.107
H -5.07983 3.63327 -0.02177 0.010 0.024 -0.013 0.082

---

No. 4
55
Properties=species:S:1:pos:R:3:forces:R:3:lowdin_charge:R:1 method="wB97M-V/def2-TZVPD" spin_multiplicity=3 total_energy_ev=-65560.1365 relative_energy_ev=0.083 homo_energy_ev="-12.387 / -12.475" charge=+2 s2=2.010 gap_ha="0.2150 / 0.2183"
Pr 10.06896 10.94290 7.96736 -0.684 -1.042 -1.660 1.179
Sb 10.09037 13.76084 9.89415 -0.605 -0.793 -0.399 1.605
S 8.89100 7.47000 8.29507 1.914 -0.205 -0.874 1.003
F 7.98754 9.27962 4.73046 0.607 0.626 1.299 -0.123
F 10.12819 9.10863 5.05160 1.730 -0.821 -0.230 -0.082
O 9.64766 8.81565 8.59769 -0.513 -1.089 0.213 -0.733
N 8.06139 11.39496 9.20702 -2.290 0.236 -0.264 -0.099
N 11.89375 11.20492 9.75183 0.566 1.003 0.592 -0.050
N 11.03833 12.93713 6.82661 0.626 1.924 0.140 -0.088
C 7.45396 10.60400 11.74728 0.816 0.955 0.694 -0.013
C 11.19664 14.74950 5.21500 0.687 -0.515 0.294 0.007
C 9.10932 9.93601 5.36592 -1.775 1.455 0.231 -0.365
C 6.95585 9.86501 10.69662 0.236 1.937 -0.495 -0.005
C 10.21764 13.70750 7.60149 -0.979 1.377 -1.770 -0.440
C 12.64205 12.88009 11.35138 0.022 0.546 -0.502 -0.098
C 8.75827 6.65339 9.89230 0.233 0.010 1.018 -0.229
C 12.48649 12.51748 4.95277 1.216 1.092 -0.240 -0.005
C 13.01103 10.50861 9.98349 0.184 -0.534 0.341 -0.260
C 10.20783 15.47038 5.86216 -0.397 0.413 -0.269 -0.019
C 11.73946 12.39938 10.42329 -0.257 -0.186 -0.772 -0.413
C 8.20557 11.78216 11.54171 0.081 0.072 -0.939 -0.065
C 13.15572 9.16492 9.26984 -1.163 0.345 0.821 0.012
C 11.58732 13.48658 5.67060 -1.318 -1.243 1.113 -0.253
C 7.09030 10.42041 9.41304 1.247 -0.878 0.307 -0.258
C 9.62892 14.88221 6.99596 0.425 0.507 1.956 -0.088
C 8.51035 12.17347 10.21502 0.508 -1.581 1.086 -0.406
C 13.97017 10.93869 10.94081 -1.073 0.056 -0.739 0.019
C 10.25745 6.44111 7.47628 -0.206 0.805 -0.333 -0.155
C 6.31918 9.79655 8.28023 -1.326 0.941 -0.063 -0.009
C 13.79881 12.12212 11.61321 -0.127 0.556 0.081 -0.011
H 13.91748 9.10862 8.53563 1.064 0.416 -0.637 0.080
H 6.72183 10.02251 7.30377 0.244 0.060 -0.306 0.070
H 8.64574 12.32564 12.37422 -0.388 -0.029 -0.014 0.107
H 7.27358 10.31028 12.77886 0.100 -0.163 -0.183 0.130
H 5.24052 10.18971 8.28413 1.498 -0.208 0.102 0.138
H 13.56739 12.88378 4.87369 -1.480 -0.248 0.119 0.124
H 9.80190 5.87165 6.66080 -0.129 0.193 0.146 0.065
H 13.43457 8.41412 10.03647 -0.614 0.110 -0.558 0.112
H 12.51553 13.90782 11.74823 0.081 -0.929 -0.021 0.113
H 12.13238 12.34856 3.91959 0.154 -0.280 0.600 0.108
H 7.75126 6.85395 10.29690 0.386 -0.171 -0.315 0.051
H 8.93867 5.55087 9.86462 -0.152 0.959 -0.272 0.088
H 9.18586 10.85188 4.72228 0.262 -0.526 0.118 0.062
H 6.16910 8.72138 8.36944 0.332 -0.032 0.232 0.077
H 11.74922 15.11402 4.36893 -0.091 0.361 -0.291 0.130
H 14.81296 10.31945 11.10452 0.773 -0.408 0.143 0.119
H 11.00407 7.15505 7.01146 -1.011 -0.702 0.750 0.077
H 9.48737 7.15132 10.57230 -0.321 -0.464 -0.543 0.082
H 12.21172 8.94730 8.70540 0.662 -0.253 0.912 0.058
H 10.70521 5.73247 8.17600 0.001 0.388 0.097 0.058
H 6.43658 8.95962 10.88337 -0.681 -0.521 -0.069 0.116
H 8.86803 15.50712 7.54018 0.851 -0.922 -0.383 0.120
H 12.50904 11.64683 5.60270 0.061 -0.416 -0.584 0.064
H 9.91593 16.51811 5.51380 0.255 -1.779 0.485 0.159
H 14.55226 12.53396 12.29175 -0.248 -0.408 -0.167 0.136